[1]
Entry from the Open Molecules 2025 dataset: a 2-piece molecular cluster, C2H12N5 overall in a non-equilibrium geometry (ωB97M-V with the def2-TZVPD basis set).

XYZ file:
```
19
Properties=species:S:1:pos:R:3:nbo_charge:R:1
N 0.85761 -0.65219 -1.44337 -0.891
C 2.22686 -0.07079 -1.36195 -0.074
N 2.35447 1.20777 -0.67938 -0.799
H 0.97862 -1.63402 -1.20874 0.376
H 0.52364 -0.64124 -2.39913 0.389
H 2.88226 -0.78548 -0.86139 0.189
H 2.66341 0.05631 -2.35414 0.194
H 1.66618 1.83648 -1.08048 0.348
H 2.12088 1.09965 0.30608 0.349
N -1.19469 0.66064 0.07007 -0.780
C -1.74666 -0.07191 1.01884 0.679
N -2.63866 0.43807 1.89491 -0.761
N -1.32431 -1.33418 1.18571 -0.761
H -1.46514 1.62788 0.00143 0.414
H -0.38701 0.28187 -0.48482 0.453
H -2.77271 1.43624 1.88403 0.418
H -2.66810 -0.01478 2.79043 0.416
H -0.47544 -1.58555 0.72206 0.419
H -1.60122 -1.85477 1.99982 0.420
```

Results
Energy above the lowest of the compared OMol25 structures with the same formula, charge and spin = 5.1 kcal/mol
Charge = +1
LUMO level = -3.11 eV
HOMO level = -13.255 eV

[2]
Entry from the Open Molecules 2025 dataset: C4H8O3 as an isolated structure (ωB97M-V with the def2-TZVPD basis set).

XYZ file:
```
15
Properties=species:S:1:pos:R:3:nbo_charge:R:1
C -2.13423 -0.29124 -0.51450 -0.789
C -1.81460 -0.67577 0.77934 -0.006
O 0.21918 -0.51426 1.07723 -0.628
C 0.83701 -0.03271 0.10653 0.787
O 0.36983 0.01051 -1.08715 -0.699
C 2.21987 0.57241 0.32149 -0.168
O 2.77822 1.05942 -0.86300 -0.712
H -2.55341 0.70104 -0.65360 0.235
H -0.86646 -0.16707 -0.93768 0.446
H -2.49361 -1.06154 -1.19314 0.244
H -1.74412 -1.72101 1.05288 0.207
H -1.89883 0.00338 1.61796 0.208
H 2.11945 1.37067 1.07049 0.191
H 2.86511 -0.19732 0.76469 0.195
H 2.09659 0.94351 -1.54153 0.488
```

Results
Energy above the lowest of the compared OMol25 structures with the same formula, charge and spin = 69.3 kcal/mol
LUMO level = 0.50 eV
HOMO level = -9.411 eV

[3]
Entry from the Open Molecules 2025 dataset: C16H29Br2N5OTi as an isolated structure in a non-equilibrium geometry (ωB97M-V with the def2-TZVPD basis set).

XYZ file:
```
54
Properties=species:S:1:pos:R:3:nbo_charge:R:1
Ti -9.78573 5.55266 9.77311 1.847
C -7.97840 7.57562 10.69977 -0.250
C -8.10510 6.71034 11.95623 -0.250
N -9.47615 6.21086 11.91082 -0.655
C -10.08664 5.15359 12.78718 -0.264
C -11.33462 4.79956 12.02229 0.193
C -12.33991 3.92346 12.36343 -0.186
C -13.56874 3.84697 11.65934 -0.065
C -13.65272 4.52787 10.44337 -0.192
C -12.56745 5.23322 9.96036 0.203
C -12.45474 6.09164 8.73096 -0.269
N -11.06346 6.30196 8.26065 -0.725
C -10.70011 7.70934 7.92108 -0.238
C -9.28859 8.04778 8.51299 -0.247
N -9.24598 7.54578 9.93503 -0.688
N -11.48678 5.43117 10.79291 -0.643
H -7.05697 7.28357 10.12124 0.245
H -7.75290 8.56506 10.99879 0.246
H -7.88265 7.38529 12.81763 0.251
H -7.28319 5.97721 11.95575 0.247
H -10.15732 6.97458 11.95791 0.395
H -10.39024 5.64410 13.76181 0.270
H -9.36977 4.32135 12.98031 0.256
H -12.15680 3.29693 13.30615 0.265
H -14.37597 3.27996 12.06169 0.275
H -14.56453 4.51649 9.83739 0.271
H -12.90116 7.08722 8.92860 0.261
H -13.12035 5.69482 7.97526 0.264
H -10.79201 5.66847 7.49444 0.418
H -11.50026 8.39337 8.36676 0.240
H -10.77495 7.85668 6.81218 0.271
H -8.50263 7.54796 7.88462 0.240
H -9.24042 9.16755 8.48197 0.271
H -9.91386 8.03119 10.52803 0.390
Br -10.16199 1.65277 10.51629 0.036
C -9.57850 1.25886 12.34763 -0.492
Br -7.67654 0.64109 12.53090 0.080
H -10.24145 0.45949 12.73513 0.269
H -9.58668 2.24639 12.82696 0.198
C -5.77107 2.15072 7.99401 -0.441
N -6.52778 3.18664 8.66702 -0.290
C -5.78650 3.83554 9.79796 -0.413
C -7.75462 3.60263 8.44604 0.722
C -8.42576 3.16492 7.22493 -0.718
O -8.36025 4.45946 9.27675 -0.860
H -5.19062 1.51684 8.72961 0.264
H -5.04444 2.57307 7.27056 0.255
H -6.37825 1.44482 7.48924 0.235
H -4.75814 3.92689 9.47527 0.251
H -5.88180 3.32402 10.77700 0.248
H -6.20684 4.83443 9.87958 0.202
H -7.86154 2.28945 6.78237 0.282
H -8.49860 3.93923 6.47090 0.270
H -9.45345 2.85604 7.38792 0.255
```

Results
Energy above the lowest of the compared OMol25 structures with the same formula, charge and spin = 42.9 kcal/mol
Charge = +3
LUMO level (spin up / spin down) = -10.06 / -9.74 eV
2S+1 = 2
HOMO level (spin up / spin down) = -17.386 / -17.833 eV

[4]
Entry from the Open Molecules 2025 dataset: a 12-piece molecular cluster, C36H72O32 overall in a non-equilibrium geometry (ωB97M-V with the def2-TZVPD basis set).

XYZ file:
```
140
Properties=species:S:1:pos:R:3:mulliken_charge:R:1
C 2.11750 -8.90714 14.45326 0.295
O 0.96411 -9.71468 14.64545 -0.003
C 0.48880 -10.39790 13.60370 0.567
O 0.94479 -10.38553 12.47414 -0.562
O -0.54314 -11.12848 14.01739 -0.291
C -1.00301 -12.20688 13.21985 -0.714
H 2.13785 -8.32742 13.53623 -0.133
H 3.03652 -9.50030 14.41509 0.298
H 2.13313 -8.32728 15.36862 -0.509
H -1.31480 -11.83082 12.24526 0.305
H -1.87172 -12.63952 13.71062 0.227
H -0.24923 -12.99267 13.16315 0.296
C 7.24832 -6.97626 10.10374 -0.538
O 5.84506 -6.96638 9.94860 -0.142
C 5.12754 -7.87726 10.57875 0.845
O 5.57566 -8.80694 11.18426 -0.614
O 3.86334 -7.68718 10.29631 -0.136
C 2.91605 -8.64743 10.76812 -0.896
H 7.71763 -7.79115 9.55884 0.356
H 7.52028 -7.04602 11.15769 0.171
H 7.63747 -6.02490 9.76117 0.113
H 1.95532 -8.14368 10.79656 0.217
H 3.18610 -9.02567 11.74584 0.321
H 2.84377 -9.49403 10.08702 0.411
C 6.43564 -7.52770 14.04764 0.355
O 6.68411 -7.28252 15.43110 -0.275
C 6.01563 -8.00607 16.32947 0.633
O 6.10207 -7.73489 17.47983 -0.599
O 5.37168 -9.01944 15.79346 -0.257
C 4.71346 -9.93034 16.67859 -0.764
H 6.87973 -8.46513 13.71358 0.612
H 6.83755 -6.67919 13.50185 -0.371
H 5.36634 -7.61307 13.85049 -0.240
H 5.37989 -10.43764 17.37407 0.437
H 4.23090 -10.61774 15.98927 0.335
H 3.96804 -9.41535 17.28705 0.159
C 3.66480 1.77638 18.39377 -0.820
O 3.71103 0.36045 18.30708 -0.177
C 4.74876 -0.19985 17.67985 0.680
O 5.63558 0.38699 17.12673 -0.609
O 4.60637 -1.50767 17.79319 -0.152
C 5.44238 -2.34155 17.01653 -0.670
H 4.63419 2.22929 18.19912 0.379
H 3.42594 2.00608 19.43259 0.240
H 2.87550 2.14693 17.74733 0.285
H 4.99972 -3.33180 16.96749 0.080
H 6.46339 -2.39950 17.38904 0.396
H 5.48605 -2.03015 15.97108 0.388
C 7.72466 -4.23125 14.53777 -0.144
O 8.24075 -2.96576 14.17020 -0.356
C 8.15763 -2.62145 12.89692 0.762
O 7.92097 -3.37301 11.97707 -0.570
O 8.42361 -1.32294 12.84104 -0.323
C 8.59385 -0.62021 11.63108 -0.112
H 8.46088 -5.03629 14.46424 0.498
H 6.87725 -4.53280 13.92769 -0.356
H 7.44911 -4.18998 15.58636 0.218
H 8.07627 -1.18560 10.85041 -0.167
H 9.64457 -0.59714 11.34073 0.306
H 8.17136 0.37348 11.72150 0.254
C 0.23920 -4.40072 13.15162 -0.072
O -0.50713 -3.57796 14.02266 -0.450
C -0.27363 -3.64507 15.30899 0.628
O 0.35326 -4.47568 15.90080 -0.235
O -0.89967 -2.62539 15.88605 -0.446
C -0.57376 -2.37855 17.25429 -0.350
H 1.31071 -4.20733 13.20569 0.002
H -0.09590 -4.20526 12.13884 0.197
H 0.09995 -5.46793 13.33130 0.213
H -0.88113 -1.36387 17.48292 0.281
H 0.48998 -2.50805 17.44356 0.018
H -1.14385 -3.09111 17.85303 0.297
C 1.97960 -1.20644 20.47856 -0.811
O 2.10749 -2.24049 19.53287 -0.071
C 2.18634 -3.46252 20.05128 0.492
O 2.23303 -3.73776 21.22184 -0.603
O 2.18538 -4.33561 19.06352 -0.136
C 1.97795 -5.69940 19.38099 -0.358
H 2.91316 -0.89819 20.96080 0.262
H 1.34325 -1.46748 21.32496 0.410
H 1.60880 -0.32336 19.96572 0.209
H 1.75339 -6.31311 18.51991 -0.226
H 1.09351 -5.72775 20.02843 0.442
H 2.75717 -6.14777 19.99660 0.373
C 6.67483 -3.25283 8.75115 -0.300
O 5.29167 -3.27533 8.40058 0.106
C 4.86535 -2.61561 7.34338 0.439
O 3.72966 -2.50350 7.05464 -0.537
O 5.88555 -2.07037 6.68325 -0.386
C 5.50811 -1.30461 5.54997 -0.735
H 7.03051 -2.28206 9.08550 0.198
H 7.23376 -3.61263 7.88339 0.495
H 6.80823 -3.99323 9.53193 -0.367
H 6.38337 -0.73088 5.24424 0.257
H 4.72788 -0.58789 5.79155 0.300
H 5.25785 -1.92366 4.69068 0.293
C 3.22270 -5.78930 16.11980 -0.441
O 3.41575 -6.05316 14.73581 1.199
C 4.05392 -5.12035 14.03923 -0.265
O 4.65754 -4.20423 14.51464 -0.624
O 4.00899 -5.48782 12.76544 0.185
C 4.92103 -4.78896 11.91099 0.598
H 3.09459 -4.75568 16.43419 0.409
H 4.13012 -6.14504 16.62518 0.617
H 2.39321 -6.38100 16.49295 -1.198
H 5.06888 -3.78327 12.29920 -0.193
H 4.50646 -4.62224 10.92236 -0.040
H 5.86871 -5.31813 11.94976 -0.158
C -1.01528 -7.45426 16.41951 -0.747
O 0.18912 -7.80441 17.09276 0.087
C 0.23257 -8.99521 17.69922 0.600
O -0.56999 -9.88972 17.65053 -0.610
O 1.41218 -9.03900 18.36168 -0.026
C 1.61649 -10.14207 19.23044 -0.940
H -0.89802 -7.70204 15.36564 0.220
H -1.21897 -6.39004 16.52023 0.090
H -1.91626 -7.91805 16.81997 0.419
H 1.02316 -10.03151 20.13370 0.325
H 2.68566 -10.24466 19.39240 0.265
H 1.33478 -11.08413 18.75149 0.353
C 1.79143 -5.11635 9.78617 0.665
C 0.96439 -6.19342 9.09771 0.602
O -0.12368 -6.50679 9.53249 -0.622
C 1.44190 -6.62530 7.71881 -1.246
H 2.17821 -5.43690 10.75577 -0.785
H 1.16488 -4.23356 9.90342 0.496
H 2.66695 -4.85367 9.19012 -0.052
H 2.35468 -7.21125 7.82691 0.272
H 1.62524 -5.71436 7.14772 0.365
H 0.63823 -7.17829 7.23864 0.342
C 2.97925 -0.31306 9.98623 -1.310
C 3.63509 -1.26595 10.96439 0.660
O 3.02515 -2.16532 11.46074 -0.397
C 5.08740 -1.00477 11.30397 -0.242
H 3.20481 0.70272 10.32367 0.400
H 1.90903 -0.48544 10.08772 0.308
H 3.28667 -0.40354 8.95294 0.204
H 5.58617 -0.82762 10.35031 0.203
H 5.39965 -1.90407 11.82831 -0.295
H 5.23096 -0.12368 11.92772 0.539
```

Results
LUMO level = 0.35 eV
SMILES = COC(=O)OC.COC(=O)OC.COC(=O)OC.COC(=O)OC.COC(=O)OC.COC(=O)OC.COC(=O)OC.COC(=O)OC.COC(=O)OC.COC(=O)OC.CC(C)=O.CC(C)=O
HOMO level = -9.280 eV